[1]
81
Properties=species:S:1:pos:R:3 method="wB97M-V/def2-TZVPD" total_energy_ev=-194243.8426 homo_lumo_gap_ev=8.1 largest_force_ha_per_bohr=0.0303 smiles=CCOCCP(CCO)[C@H](I)CC.ClCCCl.ClCCCl.ClCCCl.ClCCCl.ClCCCl.ClCCCl
I 2.36298 -1.07741 1.84671
Cl -7.59897 0.78139 -4.98653
Cl 2.35055 -3.53663 6.78986
Cl -0.36632 -3.43360 -7.60514
Cl 1.25807 -3.59022 -1.59406
Cl -5.22482 0.44641 -2.56146
Cl -0.50877 -2.02674 5.70059
Cl -7.08692 2.21186 4.01791
Cl -4.07844 2.79520 2.51893
Cl -0.07516 1.00586 -2.41482
Cl -3.04346 -1.93195 -6.11256
Cl -1.67564 -2.25927 -3.05754
Cl -2.81512 2.50499 -0.97592
P 2.84060 2.29302 1.65519
O 4.19245 4.81668 0.99646
O 6.66524 0.65351 1.26998
C 4.40526 1.64379 0.85237
C -6.23145 1.87935 -2.88733
C 6.37986 -0.66563 1.76440
C -2.55392 2.14206 -2.69877
C -2.07579 -3.54971 -8.09628
C 5.64628 1.50933 1.79734
C -0.55743 0.02341 1.98244
C 7.27781 -1.73491 1.07617
C 3.44866 3.48328 2.99858
C 1.26235 -4.10494 5.49882
C -7.61681 1.50685 -3.35942
C -2.82887 -2.26350 -7.84973
C 0.34431 1.22434 2.39497
C 0.27069 -4.23858 -2.92958
C -4.37587 1.83958 3.99251
C -0.35588 -3.18663 -3.82115
C 4.25881 4.69214 2.42255
C -5.69362 1.10384 3.93771
C 1.88067 0.91499 2.53182
C -1.77764 0.86192 -2.92110
C 0.65457 -2.96111 4.72219
H -3.82564 -2.33196 -8.28482
H 1.41609 -2.27429 4.35813
H 7.28499 -2.60690 1.76080
H -3.53432 2.04969 -3.14614
H -0.80298 -3.67781 -4.68472
H 5.32767 4.65329 2.71652
H 2.59079 3.91064 3.55264
H -5.77432 0.43088 4.79088
H -2.52515 -4.38360 -7.56060
H 8.30684 -1.39486 0.89797
H 5.33620 1.18517 2.80767
H 0.94768 -4.84833 -3.52741
H 6.09121 2.51993 1.90162
H 0.38583 -2.47469 -4.17880
H -8.09285 0.80200 -2.68093
H -2.21895 0.03491 -2.38076
H -2.31988 -1.41108 -8.29544
H 6.78040 -2.09785 0.15953
H -6.29646 2.43800 -1.95354
H 2.12821 0.97915 3.61279
H 6.46526 -0.71168 2.86602
H -2.08356 -3.78262 -9.16064
H 4.24458 0.70288 0.29865
H -5.78297 0.51440 3.02733
H -1.60487 0.38421 2.03777
H -0.48534 -4.89110 -2.49716
H -1.77384 0.61611 -3.98261
H -8.23826 2.39994 -3.41710
H 0.49694 -4.73079 5.95380
H -0.40176 -0.24688 0.92381
H -4.32874 2.51296 4.84614
H -0.50158 -0.84278 2.66230
H 0.25212 1.97171 1.58340
H -5.71360 2.49792 -3.61915
H 5.34331 -0.88670 1.44031
H 0.10636 -3.34763 3.86306
H 4.06827 2.96617 3.76042
H 4.67440 2.39324 0.08295
H -3.55711 1.12311 4.07596
H 5.02859 4.49434 0.67020
H 1.85940 -4.72503 4.83078
H -2.05156 2.99609 -3.15098
H 3.88578 5.65195 2.82695
H -0.06546 1.66492 3.31625

---

[2]
90
Properties=species:S:1:pos:R:3 method="wB97M-V/def2-TZVPD" total_energy_ev=-136948.3553 homo_lumo_gap_ev="4.6 / 5.6" largest_force_ha_per_bohr=0.0560 total_charge=+2
Cd -0.45983 -1.35825 -0.19733
Br -2.48932 -0.43024 2.01808
P -2.10844 -3.29792 -1.64473
P 2.11976 -1.65001 0.74406
P 0.01691 0.92651 3.53847
N -0.97272 7.22709 -6.58799
C -1.13679 0.69407 0.30611
C -1.97551 1.54582 -1.77089
C -0.35708 0.19983 5.19171
C -0.68422 7.55756 -5.31239
C 3.14434 -0.97092 -1.93673
C -1.15248 5.93066 -6.89768
C 1.73526 1.47442 3.89044
C 2.25778 -1.86282 -1.10222
C 2.55706 -3.27365 1.60093
C -0.78936 1.10707 6.33893
C -0.65900 3.24318 -2.85171
C -2.89326 -3.33893 -0.04516
C 3.58387 -0.59964 1.17012
C -1.02650 2.41574 3.33812
C -0.55634 6.59740 -4.29048
C -2.50793 2.15995 3.29887
C 3.39979 -4.34644 0.92400
C -0.72132 5.22944 -4.61436
C -2.15843 0.71665 -0.63844
C -0.61248 4.16058 -3.65433
C -0.80518 2.35218 -1.77128
C -1.04290 4.90677 -5.94348
C 0.18967 2.34473 -0.77111
C -4.25307 -4.05734 0.04470
C -0.36797 -3.75490 -1.63130
C -2.76928 -2.13495 -4.05842
C 1.94313 2.46670 5.03986
C 0.05219 1.43705 0.30130
C 4.97878 -1.21779 1.18450
C -2.42086 -1.80822 -2.60311
C -0.16990 -5.18064 -2.13370
H -2.71455 1.59754 -2.60470
H -3.01445 0.05777 -0.47397
H 2.01845 1.97284 6.02709
H 1.22967 -1.58482 -1.46190
H -0.84434 -5.33391 -2.98177
H -1.39215 5.67966 -7.95246
H 2.93910 0.08075 -1.73538
H -5.05117 -3.45274 -0.41693
H -0.39930 -5.88392 -1.31978
H -0.71908 2.88564 2.39924
H -2.73525 1.51050 2.42050
H -1.16275 -0.50993 4.94349
H -3.10480 3.06347 3.15362
H 0.79763 1.28739 1.08288
H 2.30529 0.54667 4.06507
H 2.99444 -2.98912 2.57188
H 0.03620 1.68934 6.77845
H -3.51940 -2.92840 -4.05927
H 2.89956 2.98761 4.85586
H 1.56250 -3.68108 1.84480
H 2.90365 -4.72436 0.01970
H 5.09493 -1.97175 1.96904
H 3.36519 -0.16949 2.15948
H -0.54463 8.63815 -5.09152
H -2.88491 1.61519 4.15946
H 2.89289 -1.13984 -2.98707
H -3.23703 -1.26089 -2.12543
H -4.46841 -4.13902 1.11939
H -3.18789 -1.26233 -4.56844
H -0.01093 -3.66067 -0.59042
H -1.60966 1.77914 6.03374
H 0.54947 -0.38221 5.44169
H -2.96138 -2.29495 0.30218
H 4.42062 -4.00952 0.69424
H 0.19487 -3.04021 -2.22837
H 1.02382 3.06192 -0.88302
H 5.25836 -1.66215 0.22317
H -2.14420 -3.79314 0.61207
H -1.56379 -1.14135 -2.54650
H 0.86749 -5.32443 -2.45868
H 3.48013 -5.18420 1.63258
H -0.77377 3.08412 4.15364
H 2.37086 -2.92636 -1.33331
H 2.11720 1.90913 2.95752
H 5.71428 -0.42960 1.39191
H -1.22089 3.87247 -6.24272
H -1.17250 0.43298 7.11827
H 3.57675 0.25135 0.47829
H 1.13811 3.22391 5.06016
H -0.34577 6.93733 -3.27351
H -4.18981 -5.06666 -0.39850
H 4.20472 -1.17353 -1.81182
H -1.87173 -2.45497 -4.59731

---

[3]
17
Properties=species:S:1:pos:R:3 method="wB97M-V/def2-TZVPD" total_energy_ev=-19790.0531 homo_lumo_gap_ev=5.6 largest_force_ha_per_bohr=0.0595 total_charge=-1
O -0.92029 3.14462 0.96791
O 2.38432 1.04265 -0.05784
O -0.97242 4.00886 3.03421
O 1.31394 1.68396 2.13370
O 1.86766 3.54852 3.34660
O 1.91557 -1.22227 -0.32806
O 1.93512 3.58497 1.07798
C 2.26152 4.85712 2.98469
C -0.43225 3.36506 2.11320
C 2.68792 4.69418 1.52173
C 2.02939 -0.06650 -0.23003
C 1.22682 2.95762 2.23973
Li 0.72543 2.13082 0.29758
H 3.76305 4.46936 1.43585
H 2.46243 5.58963 0.92433
H 3.07937 5.17786 3.64110
H 1.41545 5.55585 3.08526

---

[4]
78
Properties=species:S:1:pos:R:3 method="wB97M-V/def2-TZVPD" total_energy_ev=-62390.5937 homo_lumo_gap_ev=3.4 largest_force_ha_per_bohr=0.0628
S -4.89361 -2.95081 -0.04257
P 0.02595 1.90604 -2.76582
O -0.20885 -2.98791 1.59835
O -2.80641 0.90077 2.17415
N 5.10490 -2.03910 2.40220
N -1.52245 2.04865 -2.09790
N 0.60114 3.01574 -1.62849
N -2.36218 -2.85033 0.83327
N -3.71567 -1.15323 1.62192
C 3.80174 -1.53453 2.27989
C -2.24349 -4.17643 0.22488
C 2.22377 4.51883 -2.65244
C -3.75762 1.02250 -1.71691
C -1.22148 -2.28139 1.44843
C -0.31942 5.25641 -0.94867
C -2.62422 1.28041 -2.69892
C 3.13417 -1.03641 3.42435
C 6.23147 -1.33498 1.81686
C -3.17036 2.04582 -3.89462
C 1.21347 -0.56673 2.04982
C -2.03335 -0.04900 -3.17999
C -0.43251 3.90596 -1.24964
C -5.01100 -0.51543 1.74647
C -1.48008 6.04673 -0.94665
C 1.84435 -0.54634 3.28912
C 1.87131 -1.05085 0.91523
C 5.32083 -3.46633 2.54914
C -2.60274 -0.29468 1.88406
C -1.32184 -0.89707 1.81585
C 2.02139 3.39502 -1.64821
C -3.62645 -2.27960 0.83001
C -2.72548 5.48171 -1.22527
C 3.17724 -1.50919 1.01385
C -1.69045 3.33504 -1.53026
C 2.51831 3.85178 -0.28162
C -0.17989 0.01502 1.92612
C -2.83945 4.11268 -1.51535
C 2.81334 2.16948 -2.11642
H -2.88244 -4.87053 0.78241
H -3.44844 0.44739 -0.83908
H 6.50582 -1.74386 0.83180
H 1.80646 5.45672 -2.28224
H -3.61795 6.10531 -1.24779
H -2.81256 -0.61881 -3.70702
H 3.71029 -1.89690 0.14004
H -2.34515 2.35698 -4.54247
H -1.39414 7.11470 -0.75198
H 5.60340 -3.93371 1.58936
H 1.74385 4.25515 -3.60079
H 2.74263 1.34336 -1.39122
H -5.08087 -0.15643 2.77626
H 2.47388 3.05950 0.47329
H -1.20591 -4.51673 0.23145
H -4.26235 1.93157 -1.38183
H 3.29889 4.65942 -2.81051
H -2.64680 -4.12852 -0.79233
H -3.80676 3.69780 -1.78331
H -0.34005 0.79666 2.70250
H 6.01678 -0.26466 1.71369
H 1.31083 -0.10961 4.13871
H 4.40868 -3.93565 2.93872
H -0.14237 0.51627 0.97150
H -4.50214 0.42404 -2.25616
H 0.64843 5.72178 -0.77870
H 3.64139 -1.05746 4.39423
H -1.20344 0.12201 -3.89277
H 3.57285 4.12775 -0.40839
H -1.66622 -0.64796 -2.33202
H -3.72978 2.92575 -3.57312
H -5.06748 0.32760 1.04512
H 7.08483 -1.46448 2.49283
H 6.14419 -3.61562 3.25846
H -3.84614 1.39251 -4.45640
H 3.87059 2.45275 -2.23053
H 1.35687 -1.05189 -0.04912
H 2.45305 1.82046 -3.10355
H -5.78126 -1.26349 1.52606
H 1.99649 4.73077 0.10247

---

[5]
66
Properties=species:S:1:pos:R:3 method="wB97M-V/def2-TZVPD" total_energy_ev=-93066.2571 multiplicity=4 homo_lumo_gap_ev="5.7 / 7.2" s_squared=3.768 largest_force_ha_per_bohr=0.0738 total_charge=-1
Te -0.81478 0.27653 1.46862
V 2.07272 0.70933 -2.37208
S 3.82032 2.26123 -1.81028
Si -3.98228 0.42643 0.31502
Si 0.03092 -1.47177 4.35192
O 1.51482 -0.89647 1.23412
O 1.41012 0.53473 -0.45128
O 0.02942 -0.49327 -2.54928
O 2.74862 0.34103 -4.16908
O 4.07042 -1.07677 -5.26668
N 1.49092 2.44263 -2.75528
N 2.78272 -1.16107 -2.02178
C 1.81902 -2.16167 -2.46378
C -3.18588 0.69273 -1.40198
C 3.97782 -1.19817 -2.85688
C 3.57972 -0.60047 -4.25278
C -4.23598 -1.45177 0.54852
C 3.01782 -1.22677 -0.59018
C 1.75962 -2.18867 3.99092
C -1.18428 -1.34047 2.89802
C 1.44002 5.16603 -3.25468
C 0.35782 4.35653 -3.59778
C 0.42442 3.00223 -3.33338
C 0.36952 -1.78957 -2.10908
C 2.55302 3.22103 -2.44228
C 2.55812 4.59053 -2.67318
C -0.71938 -2.72477 5.60412
C -2.86988 1.09013 1.68322
C 1.89082 -0.46937 0.13622
C 0.14632 0.20813 5.26092
C -5.69028 1.29773 0.32372
H -6.20908 1.15833 1.26682
H 4.73572 -0.52807 -2.43388
H -6.33578 0.92093 -0.46408
H 3.94602 -0.70427 -0.33758
H -0.37518 2.31963 -3.60378
H 1.68552 -3.20207 3.60812
H -4.71698 -1.68327 1.49462
H 3.06482 -2.25497 -0.19198
H 2.36392 -2.21927 4.89332
H -2.18798 -1.16377 3.27092
H -3.91028 0.59193 -2.20648
H 3.42972 5.17203 -2.41638
H -0.81838 -3.70927 5.15742
H -1.70118 -2.41837 5.94932
H 2.04072 -3.15447 -2.03248
H 4.39772 -2.20817 -2.97308
H -0.51718 4.78483 -4.06288
H -0.08028 -2.82797 6.47532
H -1.20628 -2.27457 2.34412
H 2.27012 -1.59647 3.24402
H 0.10832 0.11203 -1.78648
H -2.39468 -0.03087 -1.57928
H 0.80822 0.15443 6.12052
H -3.27048 -1.94957 0.53922
H 1.89892 -2.22977 -3.55408
H -2.78418 2.17113 1.60752
H 0.19442 -1.87917 -1.02808
H -3.25528 0.87193 2.67562
H 0.51742 0.98563 4.60042
H -4.84228 -1.87397 -0.24818
H -0.83468 0.51383 5.61452
H -0.29808 -2.49017 -2.63188
H 1.41462 6.22843 -3.44748
H -5.57948 2.36623 0.17072
H -2.74078 1.68133 -1.47778